# 1
DFT (ωB97M-V/def2-TZVPD) results for 2 unconnected molecules or ions with the total composition C6H8N3O2 in a non-equilibrium geometry.

Summary:
- ΔE to the lowest compared entry with this formula, charge and spin (eV) = 1.808
- lowest unoccupied orbital energy (spin up / spin down) (eV) = -5.45 / -6.30
- HOMO energy (spin up / spin down) (eV) = -12.52 / -12.06
- total energy (a.u.) = -547.80079
- charge = +1

```
19
Properties=species:S:1:pos:R:3:forces:R:3
C -1.77827 -1.19424 0.03173 3.0396 -0.4118 1.0333
C -0.80381 -2.14137 0.07260 -2.4154 -1.7911 -0.8568
C -0.01582 0.48361 0.35632 -1.0986 -1.5101 -0.2066
C -1.34894 0.10605 -0.03064 1.0790 1.2976 -0.6430
C 0.90234 -0.56381 0.38209 0.4020 -0.6802 0.2281
C 0.41546 1.89851 0.39633 2.1500 -2.7060 -4.1291
N 0.47360 -1.86381 0.03080 1.6548 0.7132 0.9199
N -2.16071 0.99463 -0.61618 -1.3251 0.6897 -0.3319
N 4.51395 0.61866 0.17492 -2.5273 -0.7728 -0.3251
O 2.12117 -0.48852 0.74186 -0.4049 -0.5358 1.0162
O 3.50053 0.43727 -0.22968 3.1667 1.4502 -0.7995
H -2.75404 -1.42568 -0.09075 -2.8510 -0.8997 -0.3669
H -1.13725 -3.17540 -0.05768 0.5523 0.1955 0.1925
H -0.03485 2.50353 1.03857 -2.5795 2.5521 2.4905
H 1.46631 1.93136 0.65920 0.2308 0.0797 -0.3216
H 0.25687 2.14947 -0.70069 0.5471 0.8723 1.3346
H 1.17813 -2.61345 0.02230 -0.4571 0.6951 0.1560
H -3.08055 0.67902 -0.96313 0.9857 0.2483 0.3886
H -1.71412 1.66417 -1.21795 -0.1490 0.5137 0.2206
```
Forces are in eV/Å.

Atom charges from the natural (NBO) analysis, given in e for atoms 1 to 2: atom 1 (C): -0.33, atom 2 (C): 0.12

# 2
DFT (ωB97M-V/def2-TZVPD) results for a gas-phase ion, C6H8N3O2 (charge +1) in a non-equilibrium geometry.

Summary:
- ΔE to the lowest compared entry with this formula, charge and spin (eV) = 0.309
- lowest unoccupied orbital energy (eV) = -3.55
- HOMO energy (eV) = -13.23
- structure (SMILES) = N#C/C(C1=[NH+]CCO1)=C(\N)O
- total energy (a.u.) = -547.85589
- charge = +1

```
19
Properties=species:S:1:pos:R:3:forces:R:3
C -0.95183 1.17340 2.64571 -0.2634 0.0850 0.7876
C -0.22270 -0.40481 0.68927 0.0381 5.5123 0.8072
C -0.17679 1.17223 1.48584 -1.0692 -6.4030 -1.2005
C 0.17362 2.21511 0.76461 1.1619 0.6665 -1.3952
C -0.05274 -2.06198 -0.83282 -2.3942 0.8450 1.3429
C -1.12772 -2.39938 0.24792 -2.9421 0.5640 -2.2368
N -1.61316 1.15881 3.58742 0.0674 0.0271 -0.0110
N 0.33848 3.44616 1.25370 0.2195 0.4715 -2.1733
N 0.35075 -0.72621 -0.42844 3.0076 0.8336 -1.3240
O 0.52856 1.99043 -0.51523 -1.3054 -1.0069 0.6147
O -1.11212 -1.22902 1.05974 -0.5725 0.8033 2.0051
H 0.62104 -2.80011 -0.67769 2.9633 -1.7989 -0.2473
H -0.41437 -1.99819 -1.81375 -0.5576 -0.3559 -1.3561
H -2.25613 -2.41161 -0.25803 2.9923 -0.5404 1.6830
H -0.87428 -3.17760 0.96658 -0.3140 -0.4834 -0.7313
H 0.23419 3.57837 2.19358 -0.2926 0.1192 2.9996
H 0.02544 4.25292 0.74966 -0.0059 0.1602 -0.6478
H 1.13919 2.64207 -0.76472 1.4719 1.7009 -0.8557
H 1.11280 -0.17497 -0.98924 -2.2050 -1.2002 1.9391
```
Forces are in eV/Å.

Atom charges from the natural (NBO) analysis, given in e for atoms 1 to 2: atom 1 (C): 0.20, atom 2 (C): 0.74

# 3
DFT (ωB97M-V/def2-TZVPD) results for a molecular structure, C6H8N3OS in a non-equilibrium geometry.

Summary:
- ΔE to the lowest compared entry with this formula, charge and spin (eV) = 3.036
- lowest unoccupied orbital energy (eV) = -4.41
- HOMO energy (eV) = -11.67
- total energy (a.u.) = -870.74003
- charge = +1

```
19
Properties=species:S:1:pos:R:3:forces:R:3
C 2.01114 -1.41787 0.47624 0.8421 -0.8833 0.4896
C -1.18221 0.82191 -0.65615 5.2076 2.2713 0.8983
C 3.10227 -0.66405 0.33337 -1.2792 0.5229 -0.6007
C 0.55485 0.34551 -0.01959 -5.4561 -0.9650 -2.4805
C 0.67583 -0.97211 0.09303 1.6879 1.1367 -0.2018
C -1.49451 -1.49464 -0.48793 0.8459 -0.4987 -0.1751
N -0.31742 -1.85258 -0.18573 -1.2328 -0.9044 0.6090
N -1.97410 -0.24631 -0.80045 -1.2777 0.0249 -0.6314
N -1.44101 1.72309 0.65956 -3.4928 0.1019 -0.1703
O 1.33591 1.32977 0.20943 2.9071 1.3647 -0.1582
S 3.05312 0.94013 -0.37366 -1.6422 0.4351 0.6503
H 2.19332 -2.40741 0.89959 -0.4744 0.1851 -0.0890
H -1.14772 1.51806 -1.57247 -0.0137 -0.7022 1.7989
H 4.07081 -0.99482 0.57715 1.0679 -0.3910 0.2999
H -2.76036 -0.14724 -1.46366 0.5641 -0.5130 0.7508
H -2.23879 -2.22095 -0.52370 -1.1390 -1.3776 -0.3221
H -2.16961 2.53218 0.46350 1.6792 -2.0306 0.9404
H -0.54690 2.11505 0.86748 0.8348 0.7670 0.3383
H -1.72459 1.09228 1.50399 0.3713 1.4560 -1.9465
```
Forces are in eV/Å.

Atom charges from the natural (NBO) analysis, given in e for atoms 1 to 2: atom 1 (C): -0.20, atom 2 (C): 0.09

# 4
DFT (ωB97M-V/def2-TZVPD) results for 2 unconnected molecules or ions with the total composition C6H8N6 in a non-equilibrium geometry.

Summary:
- ΔE to the lowest compared entry with this formula, charge and spin (eV) = 7.985
- lowest unoccupied orbital energy (eV) = -1.61
- HOMO energy (eV) = -8.43
- total energy (a.u.) = -561.66901

```
20
Properties=species:S:1:pos:R:3:forces:R:3
C -2.82596 -0.07793 0.87065 0.5568 0.5980 -1.9156
C -2.16259 -0.45429 -0.58250 1.3729 1.1871 0.5508
C 0.21964 -0.04606 -0.44317 3.0289 -1.1825 2.3909
C 0.82838 2.08076 -0.28126 3.9330 1.6259 0.6422
C 2.48310 0.65841 0.14147 2.0571 -4.8760 0.5213
C 1.59667 -0.42397 -0.13644 1.4805 3.0862 -1.4141
H -3.55156 0.89381 0.32356 1.5890 -2.9046 2.9879
H -1.83944 0.29184 1.65991 -3.4962 -0.8499 -2.4726
H -3.37562 -1.14296 1.30072 1.3067 3.5669 -1.1211
H -2.83410 -1.13092 -1.18157 1.0324 0.1169 0.9219
H -1.93509 0.47055 -1.30485 -1.0120 -1.7706 1.9884
H -0.80172 -1.67782 1.18089 0.3174 2.0968 -4.1206
H 0.72590 3.12994 -0.37480 -1.0876 0.8573 -0.2883
H 1.99316 -2.26871 -0.41343 1.0635 -2.2021 -0.0679
N -0.74435 -0.96037 -0.32843 -3.4581 -3.9393 1.8181
N -0.06843 1.22329 -0.54108 -1.9207 -0.2191 -0.4016
N 2.09954 1.83061 0.10655 -1.0602 5.2733 0.2101
N 3.91406 0.15421 0.36159 -4.3584 -3.1536 -1.6256
N 3.79661 -1.13708 0.05342 -1.0953 2.6526 -0.0319
N 2.48181 -1.41332 -0.41124 -0.2498 0.0367 1.4277
```
Forces are in eV/Å.

Atom charges from the natural (NBO) analysis, given in e for atoms 1 to 2: atom 1 (C): -0.68, atom 2 (C): -0.27

# 5
DFT (ωB97M-V/def2-TZVPD) results for a gas-phase ion, C6H8NS (charge +1) in a non-equilibrium geometry.

Summary:
- ΔE to the lowest compared entry with this formula, charge and spin (eV) = 1.067
- lowest unoccupied orbital energy (eV) = -4.70
- HOMO energy (eV) = -14.26
- total energy (a.u.) = -686.03190
- charge = +1

```
16
Properties=species:S:1:pos:R:3:forces:R:3
C 2.21660 -1.88318 0.89835 -0.7071 0.1838 0.2367
C 1.93296 -0.90037 0.27720 0.2869 -0.2256 0.0387
C 1.52766 0.29200 -0.44731 -0.1534 -0.2066 0.1543
N 0.10876 0.59229 -0.10762 1.3863 -0.0888 -0.0180
C -0.24348 1.09512 1.02252 -1.4069 -0.0488 -0.5283
S -1.97270 1.21152 1.15697 0.4879 -0.4771 0.8822
C -2.09138 -0.15349 -0.05698 0.6662 0.4831 -0.8751
C -0.99046 0.28471 -1.02244 -1.0375 0.3703 0.4562
H 2.23025 -2.72167 1.55403 0.4695 -0.1773 -0.1070
H 2.13995 1.14735 -0.18148 0.0700 0.1540 -0.0552
H 1.58340 0.11652 -1.51561 0.0003 0.1869 -0.1806
H 0.45852 1.36607 1.79462 0.1480 0.2600 -0.0031
H -3.07597 -0.15731 -0.50195 -0.1677 -0.1110 -0.0419
H -1.79276 -1.10776 0.36396 -0.4247 -0.1017 0.4624
H -1.32035 1.23897 -1.44298 0.2356 0.0076 -0.4366
H -0.71102 -0.42076 -1.79129 0.1467 -0.2088 0.0152
```
Forces are in eV/Å.

Atom charges from the natural (NBO) analysis, given in e for atoms 1 to 2: atom 1 (C): -0.12, atom 2 (C): -0.09

# 6
DFT (ωB97M-V/def2-TZVPD) results for a molecular structure, C6H8NdO4 in a non-equilibrium geometry.

Summary:
- lowest unoccupied orbital energy (spin up / spin down) (eV) = -5.03 / -5.01
- HOMO energy (spin up / spin down) (eV) = -12.06 / -12.08
- 2S+1 = 4
- total energy (a.u.) = -1095.41532
- ⟨S²⟩ = 3.755
- charge = +1

```
19
Properties=species:S:1:pos:R:3:forces:R:3
O -1.82565 -1.16046 0.79188 2.3387 1.3981 0.1544
C -1.19092 -0.93544 1.84411 -3.4260 -2.4513 -1.3587
C -1.27658 -1.29811 3.11805 -0.0372 2.0514 0.2261
H 0.01573 0.27004 1.27304 1.0650 1.6323 -1.6823
H -1.84118 -2.19590 3.37937 0.5216 -0.0545 -0.5258
H -1.29276 -0.52161 3.88497 0.8799 -0.3394 -0.0834
O -0.20069 -1.44245 -2.52631 -1.0097 0.0652 -0.1723
C 1.05802 -1.47509 -2.18769 2.9960 -0.0948 0.7627
C 1.64177 -0.57995 -1.34770 -0.0063 -0.4198 -1.0505
O 0.79605 0.47426 -1.04911 -1.3277 -0.6439 -0.4023
C 0.67577 1.24635 0.05147 -0.6350 -0.9173 0.9216
C -0.35603 2.28054 -0.36883 0.8045 1.2544 1.1105
O -1.43665 1.72473 -1.00953 -0.7030 -1.2550 -0.2032
Nd -1.70548 -0.22816 -1.74215 -0.1386 0.7328 1.4886
H 1.69209 -2.26097 -2.62421 -0.3641 0.2535 0.2015
H 2.70429 -0.38333 -1.22101 -0.2620 -0.4685 0.1888
H 1.63670 1.64236 0.41027 -0.4304 -0.3634 0.4872
H 0.15616 2.96414 -1.08564 -0.0261 -0.2197 0.5639
H -0.60541 2.85836 0.54748 -0.2396 -0.1601 -0.6269
```
Forces are in eV/Å.

Atom charges from the Löwdin analysis, given in e for atoms 1 to 2: atom 1 (O): -0.12, atom 2 (C): -0.27

What did the first record say?
DFT (ωB97M-V/def2-TZVPD) results for 2 unconnected molecules or ions with the total composition C6H8N3O2 in a non-equilibrium geometry.

Summary:
- ΔE to the lowest compared entry with this formula, charge and spin (eV) = 1.808
- lowest unoccupied orbital energy (spin up / spin down) (eV) = -5.45 / -6.30
- HOMO energy (spin up / spin down) (eV) = -12.52 / -12.06
- total energy (a.u.) = -547.80079
- charge = +1

```
19
Properties=species:S:1:pos:R:3:forces:R:3
C -1.77827 -1.19424 0.03173 3.0396 -0.4118 1.0333
C -0.80381 -2.14137 0.07260 -2.4154 -1.7911 -0.8568
C -0.01582 0.48361 0.35632 -1.0986 -1.5101 -0.2066
C -1.34894 0.10605 -0.03064 1.0790 1.2976 -0.6430
C 0.90234 -0.56381 0.38209 0.4020 -0.6802 0.2281
C 0.41546 1.89851 0.39633 2.1500 -2.7060 -4.1291
N 0.47360 -1.86381 0.03080 1.6548 0.7132 0.9199
N -2.16071 0.99463 -0.61618 -1.3251 0.6897 -0.3319
N 4.51395 0.61866 0.17492 -2.5273 -0.7728 -0.3251
O 2.12117 -0.48852 0.74186 -0.4049 -0.5358 1.0162
O 3.50053 0.43727 -0.22968 3.1667 1.4502 -0.7995
H -2.75404 -1.42568 -0.09075 -2.8510 -0.8997 -0.3669
H -1.13725 -3.17540 -0.05768 0.5523 0.1955 0.1925
H -0.03485 2.50353 1.03857 -2.5795 2.5521 2.4905
H 1.46631 1.93136 0.65920 0.2308 0.0797 -0.3216
H 0.25687 2.14947 -0.70069 0.5471 0.8723 1.3346
H 1.17813 -2.61345 0.02230 -0.4571 0.6951 0.1560
H -3.08055 0.67902 -0.96313 0.9857 0.2483 0.3886
H -1.71412 1.66417 -1.21795 -0.1490 0.5137 0.2206
```
Forces are in eV/Å.

Atom charges from the natural (NBO) analysis, given in e for atoms 1 to 2: atom 1 (C): -0.33, atom 2 (C): 0.12

Question: The lowest total energy belongs to which entry?
Answer: C6H8NdO4

Question: Which of these has the lowest total energy?
Answer: C6H8NdO4

Question: total energy of number 1 (C6H8N3O2)?
Answer: -547.80079 a.u.